Density functional theory data (the ωB97M-V functional and the def2-TZVPD basis) for a structure of composition C21H8F4MnN6O7Te.

## Properties
- HOMO level (alpha / beta) (hartree) = -0.2685 / -0.2685
- ΔE to the lowest compared entry with this formula, charge and spin (kJ/mol) = 270.90
- expectation value of S² = 8.756
- LUMO (alpha / beta) (eV) = -2.51 / -2.59
- 2S+1 = 6
- HOMO-LUMO gap (alpha / beta) (eV) = 4.797 / 4.720
- total energy (eV) = -94652.0723

Element x y z (Å)
Mn: -0.29791 0.37096 -0.23579
O: -0.67105 0.95531 3.85811
C: -0.15194 1.17415 2.64819
O: -0.04657 0.25921 1.82581
C: 0.24787 2.55108 2.38373
C: 0.41827 3.44277 3.44649
C: 0.84834 4.72035 3.20265
C: 1.09960 5.16992 1.90659
C: 0.86656 4.31190 0.87248
C: 0.44453 2.96810 1.03176
O: 0.27161 2.22596 -0.00614
N: 1.09008 4.79728 -0.49688
O: 0.16209 4.71832 -1.26814
O: 2.18938 5.25016 -0.74414
N: 1.05742 5.63880 4.32726
O: 0.82302 5.22052 5.44103
O: 1.43276 6.76139 4.06157
H: 0.23417 3.12886 4.46397
H: 1.46057 6.17419 1.73365
C: 3.17154 0.61686 -1.03994
Te: 1.75527 -0.85662 -1.64816
C: 2.25675 -2.27855 -0.14035
H: 3.09866 0.75021 0.03605
H: 2.91927 1.54674 -1.54316
H: 4.16542 0.28707 -1.32551
H: 3.31734 -2.49565 -0.23133
H: 1.68193 -3.17779 -0.34113
H: 2.02766 -1.87452 0.84160
F: -2.23753 -3.47438 4.17425
C: -1.67394 -3.88367 3.03160
C: -1.11981 -5.12918 2.97303
F: -1.19034 -5.88618 4.07019
C: -0.46148 -5.64228 1.81356
C: -0.47039 -4.72756 0.71819
C: -1.04958 -3.50018 0.78926
F: -0.94452 -2.68419 -0.29479
C: -1.68361 -3.00568 1.93629
C: -2.13367 -1.63432 2.03267
C: -2.45172 -0.86024 0.86908
N: -2.47666 -0.14193 -0.03293
C: -1.92080 -0.82557 3.06679
N: -1.79892 -0.01188 3.96953
F: 0.13719 -5.04694 -0.43621
C: 0.14984 -6.89663 1.76050
C: 0.15465 -7.81043 2.85383
N: 0.20997 -8.57383 3.71437
C: 0.85408 -7.36055 0.61200
N: 1.41520 -7.74902 -0.31633

Forces on atoms 1 to 6 (eV/Å):
-0.1226 0.0162 -0.1929
0.0780 0.0664 -0.0157
-0.0081 0.0683 -0.0271
0.0884 -0.0767 0.2010
-0.0133 -0.0045 -0.0213
-0.0029 -0.0157 0.0277